(1)
{
  "formula": "C7H7BrN2",
  "method": "wB97M-V/def2-TZVPD",
  "e_lumo_ha": [-0.017, -0.029],
  "charge": 0,
  "e_above_lowest_kcal_mol": 84.8,
  "multiplicity": 1,
  "e_tot_ev": -80390.40030,
  "largest_force_ev_per_a": 0.9,
  "species": ["H", "H", "H", "H", "C", "C", "Br", "H", "C", "H", "C", "C", "H", "C", "C", "N", "N"],
  "positions_angstrom": [[0.860, 1.805, -0.746], [-0.233, -2.101, 0.047], [-1.078, 1.569, 0.404], [3.363, 1.580, -0.808], [0.925, -0.399, -0.259], [-1.604, -0.547, 0.319], [-4.523, -0.006, -0.049], [-2.178, -1.318, 0.826], [-0.332, -1.022, -0.018], [2.251, -2.192, 0.037], [-1.903, 0.932, 0.688], [1.382, 0.891, -0.549], [-2.313, 1.177, 1.663], [-2.677, 0.349, -0.390], [2.143, -1.148, -0.177], [3.193, -0.397, -0.379], [2.722, 0.828, -0.608]],
  "forces_ev_per_a": [[-0.114, 0.181, -0.016], [-0.048, -0.005, 0.110], [0.204, 0.007, -0.135], [-0.099, -0.158, 0.041], [0.315, 0.161, -0.068], [-0.609, -0.278, -0.109], [0.177, 0.005, -0.028], [-0.012, 0.153, 0.092], [0.618, -0.391, -0.075], [0.039, -0.237, 0.049], [-0.401, 0.087, 0.080], [-0.599, -0.228, 0.047], [-0.119, -0.067, 0.017], [0.303, 0.429, 0.148], [-0.271, 0.449, -0.095], [0.787, -0.362, -0.016], [-0.172, 0.255, -0.040]],
  "lowdin_charge": [0.11, 0.11, 0.08, 0.16, -0.20, -0.30, 0.64, 0.11, -0.02, 0.11, -0.18, -0.04, 0.10, -0.57, -0.12, 0.03, -0.03]
}


(2)
{
  "formula": "C7H7BrNO2",
  "method": "wB97M-V/def2-TZVPD",
  "e_lumo_ha": 0.114,
  "charge": -1,
  "e_above_lowest_kcal_mol": 21.4,
  "multiplicity": 1,
  "e_tot_ev": -82999.95691,
  "largest_force_ev_per_a": 3.5,
  "species": ["H", "H", "C", "H", "C", "H", "C", "C", "H", "N", "O", "C", "H", "C", "O", "C", "H", "Br"],
  "positions_angstrom": [[0.345, -2.185, -1.697], [0.416, -0.502, -2.400], [2.027, 1.639, 1.464], [-1.026, 2.175, 0.258], [-0.740, 1.194, 0.417], [-1.634, -1.891, -0.479], [-0.236, -1.407, -2.044], [-1.291, 0.400, -0.523], [0.116, 1.191, 2.331], [0.002, -1.525, 0.385], [2.130, 2.608, 0.752], [-0.899, -1.110, -0.690], [1.060, -1.237, 2.021], [0.178, 0.725, 1.360], [2.583, 1.038, 2.291], [0.445, -0.699, 1.261], [-1.025, -1.614, -2.795], [-2.452, 1.198, -1.913]],
  "forces_ev_per_a": [[1.581, -2.159, -0.532], [-1.127, -1.714, 0.695], [-1.321, 1.799, -2.360], [-0.182, 2.214, 0.515], [-1.468, -1.502, -2.707], [-1.142, 0.619, -0.830], [-0.984, 3.307, -0.479], [0.168, -1.451, -0.003], [-0.197, -0.288, 0.431], [0.822, 0.485, 0.027], [-0.601, -0.256, -0.209], [-0.073, 1.603, 0.653], [-0.221, 0.980, -0.363], [1.879, -0.148, 1.034], [1.529, -1.979, 2.451], [0.067, -0.855, 0.787], [0.772, -0.180, 0.244], [0.500, -0.475, 0.646]],
  "lowdin_charge": [0.02, 0.11, -0.61, 0.07, -0.18, 0.12, -0.10, -0.56, 0.10, 0.02, 0.04, -0.44, 0.11, -0.20, 0.07, -0.18, 0.06, 0.56]
}


(3)
{
  "formula": "C7H7Cl21",
  "method": "wB97M-V/def2-TZVPD",
  "smiles": "ClC(Cl)Cl.ClC(Cl)Cl.ClC(Cl)Cl.ClC(Cl)Cl.ClC(Cl)Cl.ClC(Cl)Cl.ClC(Cl)Cl",
  "e_lumo_ha": 0.004,
  "charge": 0,
  "e_above_lowest_kcal_mol": 2.7,
  "multiplicity": 1,
  "e_tot_ev": -270343.27446,
  "largest_force_ev_per_a": 0.4,
  "species": ["H", "C", "H", "Cl", "Cl", "C", "Cl", "C", "Cl", "Cl", "Cl", "Cl", "H", "Cl", "H", "Cl", "Cl", "Cl", "Cl", "C", "C", "C", "H", "Cl", "Cl", "Cl", "H", "Cl", "Cl", "Cl", "Cl", "Cl", "C", "H", "Cl"],
  "positions_angstrom": [[0.955, -0.273, -3.779], [2.979, 3.165, 1.489], [2.507, 2.272, 1.104], [-2.748, 1.430, -4.575], [-1.564, -4.677, 3.173], [-1.011, -0.311, 4.372], [-0.331, 2.129, -2.000], [0.723, -1.313, -3.590], [-1.123, 1.426, 4.542], [-2.406, -0.967, 3.525], [-4.040, 3.090, -2.581], [-0.975, -1.404, -3.137], [1.307, 3.763, -2.153], [1.009, -4.277, 4.453], [-0.124, -0.544, 3.801], [-0.099, -2.371, 0.407], [0.820, 0.263, 1.223], [2.145, 4.543, 0.755], [-0.809, -1.088, 5.936], [0.165, -4.953, 3.051], [-3.747, 1.441, -3.133], [-0.147, -0.636, 0.060], [-3.204, 0.951, -2.334], [4.673, 3.151, 1.052], [2.500, 1.793, -1.649], [0.532, -6.663, 2.865], [0.546, -4.421, 2.193], [2.764, 3.169, 3.230], [1.473, 2.642, -4.223], [1.747, -1.876, -2.272], [-5.258, 0.593, -3.389], [-1.814, -0.052, 0.037], [1.263, 2.730, -2.467], [0.265, -0.502, -0.932], [1.024, -2.223, -5.053]],
  "forces_ev_per_a": [[0.058, 0.072, -0.006], [-0.273, 0.022, -0.019], [0.092, 0.011, -0.080], [0.022, 0.007, -0.209], [-0.058, 0.003, -0.040], [0.137, -0.303, 0.034], [-0.002, 0.054, 0.000], [-0.037, 0.108, -0.066], [-0.016, 0.313, -0.038], [-0.062, 0.004, -0.061], [-0.030, 0.170, 0.006], [-0.182, -0.096, 0.026], [0.221, 0.058, -0.012], [-0.026, -0.006, 0.027], [-0.011, 0.043, -0.165], [-0.139, 0.153, 0.157], [0.013, 0.007, 0.128], [-0.027, 0.049, -0.039], [-0.028, -0.086, 0.250], [0.159, 0.135, 0.195], [0.129, 0.149, 0.245], [-0.332, -0.217, -0.032], [0.037, -0.166, -0.075], [0.210, -0.026, -0.064], [0.257, -0.016, -0.036], [0.006, -0.062, -0.041], [-0.067, -0.058, -0.134], [-0.019, -0.010, 0.189], [-0.015, 0.050, 0.147], [0.368, -0.124, -0.204], [-0.147, -0.156, -0.041], [-0.017, -0.037, 0.134], [-0.323, -0.113, -0.171], [0.024, 0.163, 0.193], [0.077, -0.093, -0.200]],
  "lowdin_charge": [-0.03, -1.61, -0.10, 0.51, 0.52, -1.59, 0.54, -1.53, 0.54, 0.51, 0.53, 0.56, 0.00, 0.52, -0.03, 0.54, 0.59, 0.53, 0.53, -1.58, -1.60, -1.57, -0.05, 0.54, 0.57, 0.54, -0.04, 0.54, 0.56, 0.56, 0.55, 0.52, -1.50, -0.12, 0.57]
}


(4)
{
  "formula": "C7H7Cl2FSi",
  "method": "wB97M-V/def2-TZVPD",
  "e_lumo_ha": [0.003, -0.029],
  "charge": 0,
  "multiplicity": 1,
  "e_tot_ev": -43011.51024,
  "largest_force_ev_per_a": 3.8,
  "species": ["F", "H", "C", "Si", "C", "H", "Cl", "C", "H", "H", "C", "C", "C", "H", "H", "C", "Cl", "H"],
  "positions_angstrom": [[-1.006, 3.329, -0.870], [-1.914, 3.554, 0.900], [1.948, -0.672, -0.980], [-1.886, -0.060, 0.107], [2.476, -1.540, -0.054], [0.280, 0.552, -1.517], [-2.566, -0.506, -1.811], [-0.112, -0.650, 0.173], [-2.999, 3.184, -0.494], [2.704, -0.311, -1.770], [0.695, -0.174, -0.882], [1.708, -1.840, 1.026], [-2.044, 3.128, -0.076], [-0.148, -1.619, 1.989], [2.076, -2.314, 1.870], [0.366, -1.494, 1.126], [-3.211, -0.947, 1.362], [3.633, -1.620, -0.100]],
  "forces_ev_per_a": [[0.360, 0.187, -0.648], [0.181, -0.045, 0.432], [2.588, 1.046, -2.603], [0.095, 1.443, -0.793], [2.641, 0.835, 0.173], [-0.187, 0.784, -1.038], [0.060, 0.106, 0.164], [-1.478, 0.901, -1.160], [-1.191, -0.023, -1.034], [-1.595, -0.421, 1.038], [-0.952, -1.011, 1.314], [-0.844, -0.585, 0.383], [0.773, -1.271, 1.280], [-1.610, -0.990, 2.432], [1.129, -1.136, 1.321], [2.341, 1.083, -2.058], [-0.063, -0.297, 0.492], [-2.246, -0.606, 0.304]],
  "lowdin_charge": [-0.05, 0.05, -0.11, -0.05, -0.09, 0.07, 0.23, -0.38, 0.03, 0.14, -0.13, -0.08, -0.07, 0.07, 0.09, -0.10, 0.27, 0.14]
}


(5)
{
  "formula": "C7H7Cl2NO3",
  "method": "wB97M-V/def2-TZVPD",
  "smiles": "C[C@@H](Cl)[C@H](Cl)C1=C(N)C(=O)OC1=O",
  "e_lumo_ha": -0.056,
  "charge": 0,
  "e_above_lowest_kcal_mol": 10.4,
  "multiplicity": 1,
  "e_tot_ev": -40043.70886,
  "largest_force_ev_per_a": 9.2,
  "species": ["Cl", "C", "O", "H", "C", "H", "Cl", "C", "H", "O", "O", "C", "C", "H", "H", "C", "C", "H", "H", "N"],
  "positions_angstrom": [[2.429, -2.212, 1.298], [-2.366, 0.044, -1.508], [-2.164, -0.126, -2.792], [2.224, 1.220, 0.158], [1.394, -0.924, 0.490], [-0.576, 2.671, -0.209], [0.006, -1.549, 2.788], [-2.453, -0.940, 0.388], [2.214, 0.194, -1.408], [-3.118, -0.998, 1.519], [-3.182, -1.007, -0.891], [-1.042, -0.164, 0.440], [-1.207, 0.828, -0.699], [0.611, 1.914, -1.107], [3.522, -0.107, -0.113], [0.225, -0.234, 1.463], [2.396, 0.121, -0.253], [0.670, 0.768, 1.840], [0.810, -1.496, -0.385], [-0.393, 1.997, -1.022]],
  "forces_ev_per_a": [[-0.406, 0.985, -0.681], [2.942, -2.047, -8.437], [-1.757, 1.807, 6.815], [0.395, -2.202, -0.650], [-0.286, -0.211, -2.275], [0.359, -1.035, -1.742], [-0.752, 2.186, -0.909], [-3.759, 1.344, 7.045], [0.159, -0.393, 2.183], [3.842, -0.650, -6.697], [4.559, 3.346, 2.676], [-1.142, 3.342, -3.657], [0.270, -4.837, 4.451], [-0.126, -0.829, -0.060], [-2.084, 0.148, -0.038], [0.681, -1.993, -1.670], [-0.109, 1.419, -0.138], [-1.391, -1.716, -0.338], [1.332, 1.130, 2.199], [-2.728, 0.204, 1.925]],
  "lowdin_charge": [0.50, -0.23, 0.04, 0.08, -0.70, 0.13, 0.53, -0.24, 0.09, 0.04, 0.08, -0.02, -0.09, 0.04, 0.07, -0.51, -0.15, 0.13, 0.13, 0.07]
}


(6)
{
  "formula": "C7H7ClF3N2O2",
  "method": "wB97M-V/def2-TZVPD",
  "e_lumo_ha": [-0.141, -0.240],
  "charge": 1,
  "multiplicity": 3,
  "e_tot_ev": -35107.28698,
  "largest_force_ev_per_a": 5.2,
  "species": ["F", "H", "O", "O", "H", "F", "H", "N", "Cl", "H", "F", "C", "H", "C", "C", "C", "N", "C", "H", "C", "C", "H"],
  "positions_angstrom": [[-2.152, 1.956, 0.684], [2.295, 0.960, -0.115], [-3.541, 0.337, -2.646], [-3.866, -1.520, -1.726], [-1.631, 1.400, -2.382], [-3.941, 1.894, -0.591], [2.092, -0.189, 1.392], [1.602, 0.325, 0.621], [1.348, 2.063, -1.726], [0.360, -1.997, 0.844], [-3.828, 0.616, 1.236], [-1.944, -0.251, -1.134], [1.104, 1.055, 1.095], [-0.244, -1.276, 0.158], [-3.164, 1.222, 0.299], [0.199, 0.761, -1.317], [-3.245, -0.481, -1.896], [-1.487, -1.296, -0.220], [-2.104, -2.129, -0.049], [-1.082, 0.711, -1.759], [0.722, -0.287, -0.426], [1.498, -0.865, -1.055]],
  "forces_ev_per_a": [[0.088, 0.408, 0.718], [-1.524, -1.835, 2.797], [-1.111, 3.810, -3.419], [0.753, -0.046, 0.848], [0.587, 0.262, -0.417], [0.664, -0.445, 1.609], [-0.310, -0.179, -1.413], [2.779, 2.712, -1.722], [-0.778, -1.022, 0.020], [-1.865, 0.851, -1.272], [-0.180, 0.478, 0.527], [1.435, -2.090, -2.000], [-0.685, 0.656, 0.491], [4.420, -0.342, 1.701], [-1.542, 0.775, -1.397], [0.065, 1.289, -0.160], [1.112, -3.426, 2.819], [-1.912, 1.235, -2.069], [-1.102, -0.658, 0.604], [-1.450, -0.832, 1.542], [1.543, -1.946, -0.569], [-0.986, 0.347, 0.761]],
  "lowdin_charge": [0.17, 0.18, 0.14, 0.11, 0.14, 0.14, 0.19, 0.15, 0.76, 0.17, 0.21, -0.10, 0.14, -0.02, -0.46, -0.53, -0.38, 0.00, 0.12, 0.00, -0.34, 0.20]
}